(1)
Density functional theory data (the ωB97M-V functional and the def2-TZVPD basis) for a molecular structure, C33H29BrCrN9O4S2.

```
79
C33H29BrCrN9O4S2 the ωB97M-V functional and the def2-TZVPD basis
Cr 0.578 0.111 1.452
N 4.205 3.673 -5.752
C 3.929 2.990 -4.655
C 3.173 3.692 -3.701
C 3.054 3.240 -2.422
C 3.344 1.928 -2.174
C 3.823 1.105 -3.210
C 4.171 1.611 -4.390
S 3.172 1.423 -0.482
O 4.038 0.291 -0.327
O 3.224 2.599 0.372
N 1.659 0.749 -0.289
C 0.521 1.246 -0.867
N 0.410 1.867 -2.012
C -0.775 2.490 -2.224
C -1.862 2.402 -1.357
C -1.689 1.690 -0.207
N -0.481 1.152 0.090
H 4.122 4.688 -5.682
H 4.758 3.267 -6.460
H 2.778 4.705 -3.958
H 2.569 3.806 -1.685
H 4.075 0.046 -3.036
H 4.565 0.941 -5.126
H -0.820 3.025 -3.150
H -2.795 2.909 -1.573
H -2.447 1.517 0.574
C -2.465 4.152 2.860
C -1.905 2.861 3.426
C -2.467 2.120 4.502
C -2.071 0.857 4.822
C -1.016 0.286 4.042
Br -0.469 -1.492 4.291
N -0.500 0.922 3.019
C -0.881 2.250 2.793
H -1.811 4.534 2.048
H -2.571 5.018 3.586
H -3.507 3.992 2.394
H -3.227 2.605 5.083
H -2.533 0.400 5.663
H -0.324 2.848 2.085
O -2.978 -5.998 -2.153
C -2.551 -4.755 -2.417
O -3.232 -4.143 -3.223
C -1.430 -4.135 -1.668
C -0.948 -4.606 -0.495
C -0.280 -3.800 0.464
C 0.182 -2.519 0.075
C -0.233 -2.025 -1.192
C -1.047 -2.805 -2.004
N 1.059 -1.775 0.927
C 2.284 -2.169 1.224
C 3.016 -1.361 2.167
C 4.303 -1.526 2.706
C 4.736 -0.613 3.644
C 3.866 0.400 4.101
C 2.652 0.601 3.487
N 2.209 -0.307 2.600
H -2.360 -6.625 -1.702
H -1.104 -5.660 -0.232
H -0.126 -4.042 1.548
H 0.034 -1.030 -1.480
H -1.360 -2.372 -2.980
H 2.833 -2.955 0.712
H 4.943 -2.346 2.389
H 5.752 -0.713 3.998
H 4.236 1.026 4.922
H 1.986 1.368 3.781
S -2.897 -1.206 1.553
C -4.037 -1.828 0.491
N -3.890 -1.505 -0.856
C -4.633 -2.037 -1.835
C -5.528 -3.020 -1.536
C -5.718 -3.295 -0.173
N -4.979 -2.779 0.783
H -3.209 -0.783 -1.014
H -4.488 -1.722 -2.869
H -6.157 -3.426 -2.358
H -6.459 -4.034 0.254
```

The charge is +2. The multiplicity is 4. Its energy above the lowest of the compared OMol25 structures with the same formula, charge and spin is 0.004 eV. The HOMO-LUMO gap (spin up / spin down) comes out at 4.63 / 4.84 eV.

(2)
Density functional theory data (the ωB97M-V functional and the def2-TZVPD basis) for 3 unconnected molecules or ions with the total composition C18H37NO7P.

```
64
C18H37NO7P the ωB97M-V functional and the def2-TZVPD basis
C 5.770 2.459 2.422
C 5.992 1.871 0.888
O 6.694 2.690 0.057
N 5.523 0.521 0.390
C 4.731 0.621 -0.905
C 3.155 0.395 -0.519
C 2.096 0.891 -1.707
C 0.621 0.139 -1.497
C 0.108 0.126 0.060
C 0.395 -1.183 1.013
O -0.495 -1.102 2.219
P -1.522 0.341 2.093
C -2.340 2.099 1.914
C -1.605 3.043 0.791
C -1.810 4.679 1.071
C -0.293 5.374 1.179
O 0.222 5.822 2.328
O 0.527 5.442 -0.073
O -1.314 0.461 0.360
H 5.730 1.631 3.248
H 4.827 3.142 2.536
H 6.732 3.131 2.637
H 4.933 0.023 1.123
H 4.815 1.659 -1.445
H 5.008 -0.220 -1.696
H 2.869 1.057 0.433
H 2.853 -0.708 -0.270
H 2.530 0.619 -2.779
H 1.971 2.078 -1.722
H 0.788 -0.976 -1.887
H -0.177 0.609 -2.244
H 0.665 1.016 0.575
H 1.474 -0.964 1.410
H 0.483 -2.249 0.484
H -0.373 1.114 2.490
H -1.749 0.249 3.536
H -2.722 -0.429 1.866
H -2.241 2.619 2.980
H -3.459 1.884 1.636
H -2.064 2.873 -0.297
H -0.422 2.894 0.783
H -2.393 4.885 2.065
H -2.321 5.210 0.141
H 0.969 4.546 -0.234
C -2.639 -2.426 -2.484
C -1.566 -2.411 -3.540
O -0.373 -2.407 -3.238
C -2.009 -2.402 -4.978
H -2.172 -2.432 -1.493
H -3.260 -1.532 -2.573
H -3.250 -3.326 -2.588
H -2.602 -1.506 -5.178
H -2.592 -3.301 -5.193
H -1.128 -2.391 -5.629
C -3.370 -5.922 0.961
C -3.563 -4.551 0.372
O -3.973 -4.401 -0.778
C -3.235 -3.368 1.244
H -3.646 -6.678 0.219
H -2.321 -6.066 1.233
H -4.011 -6.043 1.838
H -2.180 -3.398 1.529
H -3.870 -3.376 2.134
H -3.422 -2.444 0.688
```

The charge is -1. The multiplicity is 1. The HOMO-LUMO gap comes out at 7.00 eV.

(3)
Density functional theory data (the ωB97M-V functional and the def2-TZVPD basis) for 2 unconnected molecules or ions with the total composition C5H12O.

```
18
C5H12O the ωB97M-V functional and the def2-TZVPD basis
C 0.459 -1.784 -0.564
C 0.408 -0.288 -0.714
C 0.838 0.305 -1.829
C -0.050 0.534 0.473
C -1.039 -0.054 1.480
O -1.150 0.919 2.507
H -0.384 -2.204 0.000
H 1.376 -2.022 -0.016
H 0.496 -2.290 -1.534
H -1.848 -0.528 -1.376
H 1.181 -0.280 -2.679
H 0.801 1.386 -1.949
H -1.270 -0.219 -1.750
H 0.860 0.759 1.036
H -0.458 1.494 0.137
H -0.663 -1.005 1.887
H -2.019 -0.255 1.021
H -1.783 0.603 3.163
```

The multiplicity is 1. Its energy above the lowest of the compared OMol25 structures with the same formula, charge and spin is 2.413 eV. As for the structure (SMILES): C=C(C)CCO.[H][H]. The HOMO-LUMO gap comes out at 9.87 eV.

(4)
Density functional theory data (the ωB97M-V functional and the def2-TZVPD basis) for 2 unconnected molecules or ions with the total composition C3H8OS2.

```
14
C3H8OS2 the ωB97M-V functional and the def2-TZVPD basis
O 1.970 0.373 -2.398
C 2.412 -0.292 -1.467
H 1.724 -0.756 -0.753
H 3.494 -0.294 -1.218
C -1.904 -1.496 -0.664
S -0.665 -0.999 0.631
S -0.664 1.047 0.213
C -0.106 1.715 1.852
H -2.676 -0.740 -0.525
H -1.368 -1.413 -1.614
H -2.228 -2.523 -0.474
H 0.806 1.161 2.095
H 0.089 2.768 1.742
H -0.883 1.451 2.582
```

The multiplicity is 1. Its energy above the lowest of the compared OMol25 structures with the same formula, charge and spin is 1.191 eV. As for the structure (SMILES): CSSC.C=O. The HOMO-LUMO gap comes out at 8.58 eV.

(5)
Density functional theory data (the ωB97M-V functional and the def2-TZVPD basis) for a molecular structure, C35H43NO6Si.

```
86
C35H43NO6Si the ωB97M-V functional and the def2-TZVPD basis
C 2.053 -0.801 -3.745
O 2.914 0.320 -3.888
C 2.665 1.514 -3.312
C 3.949 2.345 -3.653
O 4.050 3.584 -3.530
O 4.877 1.622 -4.345
C 6.023 2.356 -4.815
C 1.571 2.238 -4.114
O 1.820 3.102 -4.917
O 0.373 1.642 -3.995
C -0.756 2.363 -4.525
H 2.316 -1.422 -4.609
H 2.392 -1.314 -2.825
H 0.991 -0.560 -3.778
H 6.669 1.615 -5.274
H 5.769 3.130 -5.550
H 6.566 2.840 -3.994
H -1.589 1.638 -4.489
H -0.981 3.217 -3.862
H -0.543 2.708 -5.545
C -1.875 -3.746 5.333
Si -2.874 -3.143 3.891
C -3.999 -4.480 3.220
C -3.853 -1.597 4.273
O -1.810 -2.851 2.638
C -1.213 -1.744 1.988
C -2.240 -1.064 1.041
C -3.354 -1.751 0.575
C -4.242 -1.114 -0.296
C -3.968 0.175 -0.764
C -2.839 0.859 -0.300
C -1.980 0.238 0.609
C -0.601 -0.851 3.072
C -1.226 0.328 3.481
C -0.706 1.043 4.561
C 0.389 0.547 5.267
C 0.971 -0.675 4.892
C 0.470 -1.372 3.792
C -0.098 -2.335 1.076
C -0.669 -3.423 0.149
C -0.866 -2.806 -1.217
C -0.045 -1.501 -1.226
N 0.479 -1.332 0.097
C 1.519 -0.495 0.329
C 2.178 0.441 -0.519
C 1.760 1.261 -1.579
C 1.841 2.751 -1.376
C 0.759 3.662 -1.444
C 1.045 5.015 -1.627
C 2.357 5.492 -1.526
C 3.400 4.605 -1.278
C 3.120 3.258 -1.078
H -2.531 -3.945 6.193
H -1.355 -4.678 5.075
H -1.113 -3.018 5.647
H -4.727 -4.790 3.985
H -4.559 -4.131 2.340
H -3.414 -5.360 2.923
H -4.731 -1.877 4.880
H -3.264 -0.861 4.840
H -4.216 -1.111 3.354
H -3.541 -2.778 0.884
H -5.136 -1.641 -0.628
H -4.629 0.652 -1.503
H -2.616 1.877 -0.629
H -1.119 0.779 1.007
H -2.126 0.677 2.985
H -1.181 1.984 4.854
H 0.793 1.096 6.128
H 1.805 -1.102 5.450
H 0.897 -2.341 3.522
H 0.704 -2.781 1.688
H 0.086 -4.215 0.072
H -1.575 -3.898 0.534
H -0.521 -3.454 -2.026
H -1.909 -2.556 -1.422
H 0.757 -1.556 -1.964
H -0.680 -0.633 -1.473
H 1.966 -0.571 1.321
H 3.130 0.756 -0.037
H 0.948 0.931 -2.222
H -0.285 3.289 -1.419
H 0.242 5.720 -1.877
H 2.604 6.534 -1.727
H 4.440 4.934 -1.243
H 3.895 2.534 -0.793
```

The multiplicity is 1. The HOMO-LUMO gap comes out at 7.61 eV.

(6)
Density functional theory data (the ωB97M-V functional and the def2-TZVPD basis) for 3 unconnected molecules or ions with the total composition C16H40O4P.

```
61
C16H40O4P the ωB97M-V functional and the def2-TZVPD basis
C -5.795 3.990 5.774
C -5.166 2.800 6.504
C -3.945 2.249 5.759
C -4.309 1.241 4.654
C -3.772 -0.175 4.886
C -2.239 -0.247 4.993
C -1.527 -0.708 3.690
C -0.619 0.340 3.039
P -1.304 1.051 1.399
O -0.183 2.404 1.538
C 0.998 2.214 0.773
C 0.583 1.238 -0.305
O -0.084 0.238 0.396
H -5.935 3.739 4.725
H -6.758 4.234 6.219
H -5.139 4.853 5.866
H -5.912 2.008 6.597
H -4.868 3.095 7.511
H -3.271 1.793 6.483
H -3.390 3.077 5.314
H -3.952 1.567 3.679
H -5.402 1.195 4.594
H -4.264 -0.627 5.752
H -4.084 -0.771 4.028
H -1.991 -0.928 5.811
H -1.825 0.719 5.270
H -2.293 -1.044 2.987
H -0.921 -1.581 3.939
H -0.501 1.195 3.703
H 0.380 -0.078 2.893
H -1.901 1.646 0.215
H -2.328 1.758 2.182
H -2.196 -0.094 1.218
H 1.373 3.170 0.394
H 1.737 1.758 1.445
H 1.378 0.861 -0.952
H -0.098 1.816 -0.951
C 4.409 -1.092 -4.233
C 3.730 -0.375 -3.076
C 3.694 -1.232 -1.819
O 2.411 0.024 -3.438
H 3.863 -2.004 -4.490
H 4.428 -0.462 -5.121
H 5.435 -1.370 -3.985
H 4.260 0.555 -2.863
H 3.126 -2.149 -2.002
H 3.203 -0.701 -1.004
H 4.701 -1.510 -1.501
H 1.899 -0.773 -3.616
C 3.184 -4.047 -7.002
C 3.692 -2.762 -7.638
C 3.657 -2.834 -9.157
O 5.009 -2.463 -7.180
H 3.816 -4.891 -7.295
H 3.213 -3.974 -5.915
H 2.160 -4.263 -7.309
H 3.079 -1.925 -7.301
H 4.302 -3.642 -9.514
H 4.019 -1.903 -9.592
H 2.645 -3.018 -9.521
H 5.590 -3.182 -7.452
```

The charge is -1. The multiplicity is 1. The HOMO-LUMO gap comes out at 5.86 eV.

Let's list max |F| in order: 3.23 8.48 1.11 2.32 4.67 0.95 eV/A.
Let's list calculated total energy in order: -6483.05422 -1630.57590 -272.86000 -990.66682 -2155.09695 -1275.88801 Ha.